The following is a DFT calculation (ωB97M-V/def2-TZVPD) of a cluster of 14 separate species, C57H137N5O14 in total at a distorted geometry.

The geometry in XYZ format:
```
213
Properties=species:S:1:pos:R:3:forces:R:3:mulliken_spin:R:1
C 8.578920 -29.153410 -21.943460 0.22 -0.60 0.57 0.010
C 8.425720 -29.295280 -20.391550 0.56 1.31 -0.08 -0.004
C 8.811370 -27.884780 -19.785030 0.22 -1.07 -0.58 0.000
C 8.491100 -27.799740 -18.331600 -0.76 -0.47 0.41 0.001
C 7.002430 -28.067080 -18.092050 -0.33 -0.20 -0.84 0.000
C 6.450560 -29.440320 -18.671090 1.28 1.16 2.40 0.000
N 7.013140 -29.644450 -20.014030 0.97 4.64 0.67 0.000
O 6.567820 -30.747710 -20.592480 -0.44 -2.48 -0.99 0.000
C 6.832900 -30.503670 -17.606960 0.36 -0.56 -1.24 0.000
C 4.937110 -29.380920 -18.680970 -0.52 0.00 -1.43 0.000
C 9.423440 -30.361810 -19.862930 -0.83 -0.22 -0.45 0.001
H 8.006330 -28.366870 -22.435000 -0.55 -0.23 0.35 -0.001
H 8.400760 -30.128800 -22.396200 -0.15 0.07 -0.29 0.000
H 9.605460 -28.894560 -22.202930 0.33 -0.15 0.38 -0.008
H 9.894310 -27.809340 -19.883240 0.24 -0.01 -0.25 -0.001
H 8.406570 -27.035850 -20.336000 -0.46 -0.14 -0.23 0.001
H 8.765290 -26.818760 -17.943520 0.05 -0.09 0.21 0.000
H 9.085020 -28.571550 -17.842050 0.05 0.25 0.43 0.000
H 6.432560 -27.271130 -18.571440 -0.06 0.21 -0.19 0.000
H 6.763500 -27.978290 -17.032270 -0.04 -0.33 0.10 0.000
H 6.123140 -30.515310 -16.779790 0.29 0.20 0.04 0.000
H 6.772650 -31.482200 -18.083350 -0.18 -0.39 0.12 0.000
H 7.873890 -30.413790 -17.296540 -0.10 0.18 0.38 0.000
H 4.510350 -30.316170 -19.043290 0.09 -0.34 0.28 0.000
H 4.475230 -29.146160 -17.721980 0.36 0.06 0.05 0.000
H 4.600500 -28.674680 -19.439930 -0.05 0.42 0.13 0.000
H 9.030230 -31.332920 -20.163630 -0.25 -0.29 0.43 0.000
H 9.474280 -30.273980 -18.777660 0.27 -0.35 -0.13 0.000
H 10.412370 -30.422420 -20.317300 0.01 0.85 0.12 0.000
H 7.032440 -31.425130 -20.095660 -0.19 -1.35 -0.28 0.000
C 3.109890 -25.597520 -11.838550 0.70 0.70 0.11 0.000
C 4.126160 -25.953380 -12.936800 -1.27 -1.74 -0.41 0.000
C 3.506360 -27.161110 -13.688310 -0.50 0.18 -1.73 0.000
C 4.244670 -27.495150 -14.990410 0.21 0.50 0.62 0.000
C 4.402550 -26.263310 -15.864570 0.11 -0.87 -0.74 0.000
C 5.051970 -25.097090 -15.173970 0.91 0.65 0.32 0.000
N 4.287540 -24.835940 -13.916440 -0.05 -0.98 0.06 0.000
O 4.760200 -23.685840 -13.264420 -0.20 0.05 -0.06 0.000
C 6.587210 -25.378500 -15.005410 -0.12 -0.18 0.52 0.000
C 4.948780 -23.841400 -16.040760 -0.47 0.16 -0.15 0.000
C 5.392710 -26.469900 -12.227040 -0.18 -0.08 0.25 0.000
H 2.155890 -25.162990 -12.137130 0.31 0.24 -0.46 0.000
H 3.691680 -24.907460 -11.227450 -0.68 0.23 0.53 0.000
H 2.843550 -26.477490 -11.253060 0.36 -0.11 0.01 0.000
H 3.393790 -28.070710 -13.098350 0.28 0.23 0.50 0.000
H 2.497080 -26.910560 -14.014950 -0.30 0.29 0.27 0.000
H 3.761600 -28.254880 -15.604850 -0.04 -0.25 0.39 0.000
H 5.231090 -27.845200 -14.686230 0.26 -0.29 -0.33 0.000
H 3.479650 -26.005330 -16.384000 -0.37 0.28 0.47 0.000
H 5.028150 -26.591920 -16.694480 0.36 0.29 -0.19 0.000
H 7.152910 -25.405140 -15.936740 -0.43 0.24 -0.41 0.000
H 7.065980 -24.596110 -14.416560 0.02 0.15 0.13 0.000
H 6.843900 -26.326750 -14.533140 -0.30 -0.08 0.24 0.000
H 5.240260 -24.072460 -17.065330 0.18 -0.09 -0.02 0.000
H 3.915800 -23.494790 -16.070970 -0.11 -0.06 0.03 0.000
H 5.544440 -22.994170 -15.700920 0.10 -0.21 0.18 0.000
H 6.176880 -25.715450 -12.290210 0.39 -0.49 0.21 0.000
H 5.665150 -27.472940 -12.555340 0.63 0.32 -0.86 0.000
H 5.188890 -26.737380 -11.190210 -0.14 0.78 0.31 0.000
H 5.673820 -23.869020 -13.033440 0.53 0.10 0.25 0.000
C 9.843460 -28.273130 -14.869580 -0.62 0.10 -0.07 0.000
C 9.706800 -29.329910 -13.730460 -0.62 0.05 0.65 0.000
C 10.784210 -30.473410 -13.807920 0.82 1.27 0.06 0.000
C 12.200880 -30.029260 -13.307310 -0.69 -0.15 0.71 0.000
C 12.051470 -29.705600 -11.804790 -1.46 -0.01 -1.33 0.000
C 11.013620 -28.533860 -11.598940 1.72 1.24 1.69 0.000
N 9.754750 -28.667960 -12.370580 2.54 -3.55 -0.59 0.000
O 8.850500 -27.683230 -12.182510 -0.77 1.60 -0.09 0.000
C 10.691410 -28.506690 -10.064230 -0.77 -0.63 -0.51 0.000
C 11.838560 -27.216190 -11.881430 -1.18 -0.11 -1.32 0.000
C 8.253910 -30.009640 -13.821240 0.95 0.83 0.54 0.000
H 10.141640 -28.678230 -15.836580 0.01 -0.36 0.08 0.000
H 10.460540 -27.388280 -14.713590 0.49 -0.34 0.58 0.000
H 8.863690 -27.817670 -15.013490 -0.24 -0.09 -0.13 0.000
H 10.502410 -31.322110 -13.184710 -0.26 0.05 0.01 0.000
H 10.835540 -30.818080 -14.840720 -0.14 0.00 -0.09 0.000
H 12.658930 -29.178670 -13.812080 -0.50 0.26 -0.28 0.000
H 12.969280 -30.795030 -13.413440 -0.31 -0.46 -0.12 0.000
H 13.051850 -29.534620 -11.407170 -0.34 0.54 0.43 0.000
H 11.615030 -30.569610 -11.303690 0.19 -0.26 0.05 0.000
H 10.010200 -27.696140 -9.805260 0.39 0.33 0.02 0.000
H 10.149520 -29.399550 -9.752400 -0.16 -0.35 -0.34 0.000
H 11.570180 -28.538830 -9.420150 0.21 0.55 -0.29 0.000
H 12.777430 -27.122020 -11.335760 -0.20 -0.19 0.10 0.000
H 12.026670 -27.190620 -12.954780 0.60 -0.23 -0.17 0.000
H 11.251740 -26.301070 -11.802080 -0.23 -0.04 0.73 0.000
H 8.032440 -30.492930 -14.772820 0.27 -0.05 -0.02 0.000
H 7.473940 -29.270320 -13.639210 0.07 0.40 -0.35 0.000
H 8.106240 -30.691520 -12.983780 0.37 -0.40 -0.17 0.000
H 8.172810 -28.077420 -11.628470 -0.25 0.07 0.17 0.000
C 12.689340 -23.378510 -14.696040 -0.19 0.63 -0.52 0.000
C 12.091270 -22.028130 -15.321230 1.02 -0.95 1.09 0.000
C 12.799690 -21.744650 -16.694860 -1.08 -1.32 -0.50 0.000
C 12.131090 -22.537180 -17.905990 0.03 0.10 0.54 0.000
C 10.640640 -22.267350 -17.916230 0.32 0.10 0.90 -0.001
C 10.003010 -22.766460 -16.567420 -1.73 1.96 -2.17 0.000
N 10.644170 -22.107700 -15.446930 0.15 1.21 -0.73 0.000
O 9.981320 -22.252460 -14.207960 0.16 -0.03 -0.79 0.000
C 8.506550 -22.162650 -16.721990 0.70 -0.70 1.02 0.000
C 9.943870 -24.295390 -16.483910 0.34 1.19 0.67 0.000
C 12.472700 -20.907310 -14.288390 0.23 -0.45 -1.41 0.000
H 12.735600 -24.223530 -15.382990 -0.19 0.10 -0.24 0.000
H 12.091540 -23.690550 -13.839670 0.06 0.01 0.12 0.000
H 13.713470 -23.241120 -14.349080 -0.03 0.23 0.10 0.000
H 12.796960 -20.675000 -16.904480 -0.12 0.01 -0.07 0.000
H 13.830950 -22.080820 -16.587200 0.07 0.18 0.03 0.000
H 12.212300 -23.621730 -17.833540 0.42 -0.20 0.65 0.000
H 12.592790 -22.378190 -18.880490 0.23 0.73 0.04 0.000
H 10.084220 -22.716710 -18.738770 0.18 -0.57 -0.02 0.001
H 10.439480 -21.207750 -18.073940 0.06 0.25 0.46 0.000
H 8.174340 -21.917540 -17.730780 0.31 -0.69 -0.32 0.000
H 7.834610 -22.888930 -16.264690 -0.36 0.27 -0.09 0.000
H 8.387760 -21.198150 -16.228300 0.34 -0.20 0.48 0.000
H 10.947990 -24.708280 -16.387080 -0.13 -0.21 -0.27 0.000
H 9.451740 -24.406950 -15.517750 -0.40 -0.94 -0.19 0.000
H 9.396520 -24.690410 -17.339750 -0.09 -0.23 0.30 0.000
H 12.130950 -19.928050 -14.623600 -0.51 -0.09 0.14 0.000
H 13.557020 -20.824900 -14.362950 0.17 -0.15 0.48 0.000
H 12.143570 -21.147150 -13.277330 0.07 0.13 -0.17 0.000
H 10.184390 -23.146630 -13.923690 -0.03 -0.44 0.42 0.000
C 12.242720 -27.372330 -25.081770 -0.82 1.17 1.11 0.029
C 12.278440 -26.274830 -23.898130 1.94 -1.96 -1.80 -0.037
C 13.403990 -25.296950 -24.348610 -1.17 1.28 -0.55 0.031
C 13.359620 -24.020220 -23.571560 -0.61 0.92 0.03 -0.010
C 11.947830 -23.393200 -23.564270 1.71 0.84 -0.67 0.024
C 10.832610 -24.292950 -23.141760 -1.41 1.46 0.04 -0.013
N 10.963660 -25.646180 -23.709850 0.11 -0.38 0.68 0.721
O 9.871050 -26.529750 -23.632870 2.35 1.13 0.44 0.049
C 10.832970 -24.225180 -21.565900 -1.02 -1.85 -0.24 0.077
C 9.482810 -23.640720 -23.661560 1.03 -0.99 0.10 0.039
C 12.713830 -26.990170 -22.608460 -0.91 -0.43 0.77 0.092
H 11.622610 -28.219080 -24.787530 0.44 -0.21 -0.01 0.001
H 13.287410 -27.590850 -25.303030 -0.20 -0.40 0.19 0.002
H 11.803100 -26.965750 -25.992560 0.02 0.25 0.02 -0.005
H 14.456930 -25.574850 -24.301910 -0.41 -1.33 0.21 -0.002
H 13.216230 -25.094200 -25.403000 -0.02 0.17 -0.16 -0.003
H 14.043820 -23.307530 -24.032050 0.06 0.06 0.17 0.002
H 13.740640 -24.237420 -22.573690 -0.18 0.29 0.26 0.001
H 11.715590 -22.889120 -24.502390 0.18 -0.62 -0.63 -0.003
H 11.944810 -22.505050 -22.932390 -0.05 -0.28 0.56 -0.003
H 10.428830 -23.257310 -21.269280 0.29 -0.07 -0.08 0.002
H 10.152630 -25.002570 -21.218170 -0.40 0.10 0.20 0.006
H 11.763610 -24.492940 -21.065580 0.28 0.56 -0.43 -0.003
H 8.685600 -24.290740 -23.300950 -0.47 0.82 0.15 0.002
H 9.495140 -22.586990 -23.383000 -0.44 -0.29 0.77 0.001
H 9.431860 -23.543400 -24.746010 0.24 -0.62 -0.21 -0.009
H 13.773710 -27.235590 -22.541280 -0.03 0.14 -0.60 0.004
H 12.142750 -27.917670 -22.567070 0.06 -0.07 0.32 -0.005
H 12.491020 -26.420630 -21.706190 -0.08 0.05 -0.06 -0.006
H 9.315950 -26.327270 -24.389480 -0.61 0.26 -0.49 0.018
O 5.814870 -30.513630 -23.428460 -0.28 0.01 -0.62 0.000
H 6.396540 -30.241510 -22.718640 0.12 0.05 0.39 0.000
H 5.612210 -31.428930 -23.235130 0.05 -0.33 0.06 0.000
O 5.634690 -27.887240 -21.946630 0.68 0.95 -0.61 0.000
H 5.067260 -28.649750 -22.059920 -0.73 -0.30 0.18 0.000
H 6.234680 -28.136880 -21.243840 0.17 -0.31 0.59 0.000
O 7.598430 -33.481140 -20.156260 0.11 0.22 0.16 0.000
H 8.115420 -34.050000 -19.585860 0.30 -0.12 0.29 0.000
H 7.692850 -33.865420 -21.027830 -0.06 -0.09 -0.40 0.000
O 4.988300 -34.274340 -19.594430 -0.51 -0.01 0.08 0.000
H 5.906670 -34.005380 -19.572490 0.31 0.24 -0.12 0.000
H 5.018010 -35.230980 -19.580870 -0.16 -0.25 0.03 0.000
O 3.511010 -29.548060 -21.967250 -0.34 0.14 0.09 0.000
H 3.250880 -30.198630 -21.315080 -0.09 -0.12 0.27 0.000
H 3.907580 -30.060090 -22.672080 0.20 -0.26 -0.50 0.000
C 4.604870 -31.460050 -14.508110 0.34 0.25 0.14 0.000
C 4.119230 -32.874470 -14.227370 0.64 0.37 0.69 0.000
C 4.392890 -33.851070 -15.334800 -0.70 -0.35 -0.94 0.000
O 4.809320 -33.346550 -13.062080 0.05 0.33 0.19 0.000
H 4.642260 -30.774480 -13.661530 -0.59 -0.34 0.48 0.000
H 3.969490 -30.980710 -15.252840 0.19 -0.05 -0.28 0.000
H 5.658820 -31.457820 -14.786100 0.00 -0.26 -0.57 0.000
H 3.054320 -32.851060 -13.996050 -0.20 0.04 -0.12 0.000
H 3.766820 -34.728220 -15.171280 0.26 -0.35 0.16 0.000
H 5.441050 -34.139570 -15.413660 0.05 0.10 0.22 0.000
H 4.076200 -33.527190 -16.326220 0.03 0.41 -0.03 0.000
H 4.862460 -34.303920 -13.109100 -0.06 -0.07 0.06 0.000
C 11.711530 -32.087890 -22.469000 0.37 1.00 -0.22 0.000
C 13.068330 -31.389580 -22.137350 -0.49 -1.12 0.68 0.000
C 13.019420 -30.654680 -20.807570 -0.56 -1.21 -0.61 0.000
O 14.120950 -32.353690 -22.107940 -0.04 0.30 -0.47 0.000
H 11.750100 -32.452570 -23.495460 -0.25 -0.04 0.06 0.000
H 10.884940 -31.392120 -22.324960 -0.01 0.41 -0.53 0.000
H 11.375450 -32.884540 -21.805300 0.82 -0.35 0.24 0.000
H 13.318510 -30.625050 -22.872870 0.08 -0.41 -0.54 0.000
H 12.471930 -31.318660 -20.138620 -0.02 0.27 0.46 0.000
H 12.410260 -29.781480 -21.041100 0.40 0.52 0.83 0.000
H 14.041860 -30.567900 -20.439890 -0.23 0.77 0.00 0.000
H 13.771260 -33.151460 -21.704360 0.03 -0.12 0.05 0.000
C -0.354480 -27.834880 -18.619520 -0.15 -0.65 -1.11 0.000
C -0.094550 -28.469620 -17.255370 0.60 0.02 -1.03 0.000
C 1.412140 -28.450680 -16.856820 -0.99 0.26 -0.04 0.000
O -0.931490 -27.719150 -16.402350 0.30 -0.30 0.97 0.000
H 0.143780 -28.202450 -19.516580 0.89 -0.23 0.33 0.000
H -0.195460 -26.756920 -18.591030 -0.10 0.08 0.04 0.000
H -1.375500 -28.076400 -18.914970 -0.36 0.54 0.45 0.000
H -0.495430 -29.482780 -17.285170 0.12 -0.07 0.29 0.000
H 1.642720 -28.915010 -15.898000 -0.35 -0.13 0.04 0.000
H 1.688830 -27.400450 -16.764310 0.24 0.12 -0.10 0.000
H 2.031270 -28.918520 -17.622260 -0.07 0.03 -0.11 0.000
H -0.636840 -26.814020 -16.526920 -0.21 0.32 0.25 0.000
C 5.907820 -24.565190 -20.413710 -0.26 -0.22 -0.36 0.000
C 4.545270 -25.251260 -20.151790 -0.07 0.51 -1.29 0.000
C 3.449080 -24.334980 -19.577850 0.36 -0.65 0.81 0.000
O 4.025420 -25.743750 -21.389790 -0.61 0.77 0.57 0.000
H 6.409980 -24.976340 -21.289440 -0.28 -0.48 -0.22 0.000
H 6.622270 -24.761900 -19.614360 -0.10 0.68 0.43 0.000
H 5.749980 -23.524780 -20.697840 0.24 0.24 0.57 0.000
H 4.727760 -26.067350 -19.452650 -0.19 -0.27 0.16 0.000
H 3.746050 -23.936450 -18.607750 0.26 0.23 -0.08 0.000
H 2.596890 -24.964420 -19.321580 -0.20 -0.02 -0.34 0.000
H 3.111220 -23.509640 -20.204560 0.29 -0.21 -0.28 0.000
H 4.591060 -26.433050 -21.745490 0.41 -0.47 0.12 0.000
```
Forces are in eV/Å.

Output
Highest occupied orbital energy (spin up / spin down) = -0.350 / -0.350 Ha
Multiplicity = 2
Calculated total energy = -97430.43508 eV
Total charge = +1
LUMO energy (spin up / spin down) = -2.56 / -6.68 eV
Frontier orbital gap (spin up / spin down) = 6.953 / 2.831 eV